Entry 1:
60
Properties=species:S:1:pos:R:3:forces:R:3:nbo_charge:R:1 method="wB97M-V/def2-TZVPD" s_squared=2.006 total_charge=0 largest_force_ha_per_bohr=0.0297 orbital_gap_ha="0.2824 / 0.2738" relative_energy_kcal_mol=19.54 multiplicity=3 e_homo_ev="-7.67 / -7.74"
Ni 0.1453 -0.0574 -0.2328 0.8 1.2 0.4 1.3931
O 1.3024 0.6342 3.6048 0.1 0.0 0.1 -0.6249
C 1.3446 0.4649 2.4045 0.2 0.1 0.0 0.7967
O 0.2983 0.3222 1.6534 -0.4 -0.4 -0.2 -0.8942
C 2.6962 0.3072 1.6958 0.0 0.0 0.1 -0.3582
C 2.7290 -1.0802 1.0328 0.1 -0.1 0.2 0.1000
C 4.1555 -1.5138 0.7198 0.0 0.0 0.0 -0.4290
C 4.5170 -0.5478 -0.4309 0.0 0.0 0.0 -0.4303
C 3.2011 0.2030 -0.6389 0.1 0.2 -0.1 0.0871
O 2.2068 -0.7970 -0.2937 -0.3 -0.4 -0.2 -0.6115
C 2.9680 1.2340 0.4643 -0.1 0.1 0.0 -0.3510
C 1.7803 2.1464 0.1308 0.2 0.3 0.2 0.7970
O 1.6656 3.2310 0.6623 0.2 -0.1 -0.1 -0.6145
O 0.9588 1.6710 -0.7613 -0.6 -0.4 -0.4 -0.9201
H 3.4721 0.4066 2.4527 0.0 0.0 0.0 0.2414
H 2.1065 -1.8268 1.5217 0.0 0.0 -0.1 0.2195
H 4.1715 -2.5497 0.3819 0.0 0.0 0.0 0.2151
H 4.8050 -1.4204 1.5873 0.0 0.0 0.0 0.2235
H 4.8100 -1.0876 -1.3293 0.0 0.0 0.0 0.2184
H 5.3185 0.1415 -0.1704 0.0 0.0 0.0 0.2204
H 3.0169 0.5662 -1.6459 0.0 0.0 0.0 0.2278
H 3.8319 1.8769 0.6308 0.0 -0.1 0.1 0.2435
Cl -2.7642 -1.6343 0.8480 0.0 0.1 0.0 0.0467
C -1.7024 -2.9850 0.5591 0.1 -0.2 -0.1 -0.3824
Cl -0.1180 -2.5031 -0.1701 -0.4 -0.2 0.1 -0.0335
H -2.1642 -3.6574 -0.1553 0.0 0.0 0.1 0.2319
H -1.4644 -3.4811 1.4928 0.0 0.1 0.0 0.2379
C -5.8462 4.8650 0.9272 0.1 0.0 0.0 -1.1099
Si -4.0247 4.4162 1.0348 -0.1 0.0 0.0 1.6418
C -3.0363 5.7111 0.1083 0.0 -0.1 0.0 -1.1247
C -3.4805 4.3339 2.8226 0.0 0.0 -0.1 -1.1212
C -3.7830 2.7022 0.2883 0.1 -0.1 0.1 -1.1797
Te -1.6681 2.2815 0.1167 0.0 -0.1 -0.2 0.6398
C -1.6147 2.9936 -1.9056 0.1 -0.3 0.0 -1.1645
Si -1.8999 1.6594 -3.1953 0.0 -0.1 0.0 1.6642
C -3.6985 1.1319 -3.1683 0.1 0.1 0.0 -1.1234
C -0.8635 0.1055 -2.8888 -0.1 0.1 0.2 -1.1453
C -1.4464 2.3169 -4.8914 -0.1 0.0 0.1 -1.1147
H -6.0286 5.8451 1.3687 0.0 0.1 0.0 0.2366
H -6.4708 4.1430 1.4533 0.0 -0.1 0.0 0.2344
H -6.1790 4.9029 -0.1109 0.0 0.0 -0.1 0.2326
H -3.2296 6.6962 0.5356 0.0 0.0 0.0 0.2410
H -3.3126 5.7523 -0.9465 0.0 0.0 0.0 0.2296
H -1.9645 5.5238 0.1742 0.1 0.0 0.0 0.2514
H -3.5910 5.2980 3.3189 0.0 0.1 0.0 0.2392
H -2.4315 4.0427 2.8967 0.0 0.0 0.0 0.2534
H -4.0723 3.6038 3.3766 0.0 0.0 0.0 0.2347
H -4.2522 2.5854 -0.6879 0.0 0.0 -0.1 0.2388
H -4.2241 1.9631 0.9588 0.0 -0.1 0.0 0.2433
H -0.6410 3.4659 -2.0250 0.0 0.0 0.0 0.2686
H -2.3893 3.7567 -1.9801 0.0 0.1 0.0 0.2429
H -3.9629 0.6825 -2.2093 0.0 0.0 0.0 0.2390
H -3.8985 0.3986 -3.9504 0.0 -0.1 0.0 0.2377
H -4.3624 1.9807 -3.3354 0.0 0.0 0.0 0.2375
H -1.3343 -0.4613 -2.0678 0.2 0.1 -0.1 0.2133
H 0.1727 0.3838 -2.6724 0.0 0.0 0.1 0.2483
H -0.8515 -0.5579 -3.7540 0.0 0.0 0.0 0.2501
H -1.9589 3.2577 -5.0927 0.0 0.1 0.0 0.2389
H -1.7261 1.6126 -5.6749 0.0 -0.1 0.0 0.2357
H -0.3744 2.4988 -4.9711 0.1 0.0 0.0 0.2399



Entry 2:
129
Properties=species:S:1:pos:R:3:forces:R:3:lowdin_charge:R:1 method="wB97M-V/def2-TZVPD" total_charge=0 largest_force_ha_per_bohr=0.1105 orbital_gap_ha=0.3486 e_homo_ev=-9.12
C 0.3874 -2.3037 -2.8129 1.4 0.7 0.8 -0.0792
C 1.6239 -2.2308 -1.6912 1.1 -2.9 -0.8 -0.3629
N 2.5131 -3.2912 -1.6375 -3.9 4.1 -0.4 0.0468
C 1.6923 -0.8703 -0.7799 -0.7 0.0 -0.6 -0.2903
Si 3.2859 -0.7384 0.3316 -1.1 -0.2 -1.2 0.7755
C 3.0843 0.9586 1.3005 -0.1 1.1 0.2 -0.3191
F 3.6206 2.0049 0.3566 -1.7 -2.3 3.4 -0.0653
F 3.8454 0.9495 2.5901 -2.6 0.8 -3.8 -0.0487
F 1.6205 1.2440 1.5419 4.5 -0.2 -0.2 -0.0671
H 0.8857 -2.7012 -3.7986 -1.3 0.6 1.9 0.0841
H 0.0387 -1.2002 -2.9910 0.3 -2.3 0.3 0.0705
H -0.4507 -3.0117 -2.3926 1.6 1.5 -1.0 0.0913
H 2.1896 -4.0107 -2.3524 0.4 1.2 1.0 0.0459
H 1.6702 0.0553 -1.5241 0.0 -1.9 1.5 0.1043
H 0.7395 -0.7293 -0.0750 1.9 -0.6 -1.7 0.1001
H 3.3810 -1.8652 1.2592 0.0 0.1 0.3 -0.0299
H 4.4431 -0.6162 -0.5712 0.1 0.1 0.3 -0.0206
C -1.6692 2.6625 1.3794 0.0 -0.1 -0.2 -0.1048
O -1.9688 3.2627 0.1237 -0.1 0.3 0.4 -0.1917
C -2.7347 4.4631 0.2669 0.5 -0.1 -0.5 -0.1932
C -1.8582 5.7055 0.0848 -0.2 -0.1 0.7 -0.1953
O -0.9225 5.8405 1.1595 0.0 -0.3 -0.5 -0.1960
C 0.3886 5.4304 0.7861 0.0 0.1 0.2 -0.1085
H -0.9260 1.8778 1.2156 -0.1 0.1 -0.1 0.0744
H -1.2581 3.3873 2.0875 0.0 0.0 0.0 0.0907
H -2.5725 2.2078 1.7968 0.1 0.0 0.1 0.0784
H -3.2529 4.4850 1.2335 0.2 0.0 -0.1 0.1251
H -3.4945 4.4508 -0.5213 0.0 0.0 0.0 0.1208
H -2.4982 6.5935 0.1084 0.0 0.0 0.0 0.1213
H -1.3442 5.6870 -0.8831 0.0 -0.1 0.1 0.1234
H 0.8304 6.1754 0.1155 0.1 -0.1 0.0 0.0871
H 0.3847 4.4525 0.3001 0.0 0.0 0.0 0.0806
H 0.9983 5.3664 1.6918 -0.2 0.1 -0.1 0.0901
C 5.1482 3.1800 4.0344 0.0 0.2 -0.1 -0.1232
O 5.4287 4.4857 4.5275 0.1 -0.4 0.4 -0.1933
C 5.5671 4.5080 5.9517 0.3 0.4 -0.4 -0.1949
C 7.0399 4.5806 6.3648 -0.3 -0.6 0.1 -0.1952
O 7.7299 3.3706 6.0353 -0.1 0.4 -0.3 -0.1968
C 8.5314 3.5093 4.8670 0.0 -0.2 0.2 -0.1126
H 5.2533 3.1945 2.9464 0.0 0.1 0.2 0.0831
H 5.8396 2.4362 4.4398 0.0 0.0 0.0 0.0860
H 4.1192 2.9040 4.2832 0.0 -0.1 0.0 0.0821
H 5.0725 3.6416 6.4076 0.2 0.0 -0.1 0.1253
H 5.0581 5.4102 6.3060 0.0 0.0 0.0 0.1215
H 7.0945 4.6904 7.4528 0.0 0.0 0.0 0.1213
H 7.5336 5.4492 5.9140 -0.1 -0.1 -0.1 0.1238
H 9.4116 4.1201 5.0948 0.0 0.0 -0.1 0.0864
H 7.9731 3.9590 4.0433 0.0 0.0 0.0 0.0823
H 8.8636 2.5137 4.5595 -0.1 0.1 0.2 0.0888
C -2.9042 -0.0116 -7.9744 0.0 0.2 -0.1 -0.0972
O -2.6236 1.2941 -7.4814 0.1 -0.4 0.3 -0.1916
C -2.4852 1.3164 -6.0571 0.3 0.4 -0.3 -0.1963
C -1.0125 1.3890 -5.6440 -0.3 -0.6 0.1 -0.1907
O -0.3224 0.1790 -5.9735 -0.1 0.4 -0.3 -0.2060
C 0.4790 0.3177 -7.1418 0.0 -0.2 0.2 -0.1098
H -2.7990 0.0029 -9.0624 0.0 0.1 0.1 0.0929
H -2.2127 -0.7553 -7.5690 0.0 0.0 0.0 0.0876
H -3.9332 -0.2876 -7.7256 0.0 -0.1 0.0 0.0610
H -2.9798 0.4500 -5.6012 0.1 0.0 -0.1 0.1245
H -2.9942 2.2186 -5.7028 0.0 0.0 0.0 0.1199
H -0.9578 1.4988 -4.5561 0.0 0.0 0.0 0.1204
H -0.5187 2.2576 -6.0949 -0.1 -0.1 -0.1 0.1256
H 1.3593 0.9285 -6.9140 0.0 0.0 -0.1 0.0875
H -0.0792 0.7675 -7.9655 0.0 0.0 0.0 0.0830
H 0.8112 -0.6779 -7.4493 -0.1 0.1 0.2 0.0891
C 7.6943 -2.3739 -1.5995 -0.2 0.0 0.0 -0.1083
O 7.1292 -1.0709 -1.6977 0.5 0.0 -0.1 -0.2185
C 8.1245 -0.0440 -1.6438 -0.5 0.1 -0.4 -0.1934
C 8.4131 0.5225 -3.0369 0.5 -0.4 0.3 -0.1943
O 9.0578 -0.4491 -3.8670 -0.5 0.1 0.1 -0.1965
C 8.1602 -1.0394 -4.8011 0.3 0.0 0.0 -0.1117
H 6.9186 -3.1035 -1.8462 0.0 0.2 0.1 0.0903
H 8.5290 -2.5071 -2.2932 0.0 0.1 0.0 0.0834
H 8.0318 -2.5543 -0.5746 0.1 -0.1 0.0 0.0869
H 9.0430 -0.4122 -1.1703 -0.1 0.0 -0.2 0.1253
H 7.7207 0.7568 -1.0158 0.0 0.0 0.0 0.1215
H 9.1062 1.3641 -2.9372 0.0 0.0 0.0 0.1221
H 7.4967 0.8955 -3.5085 0.0 -0.1 0.1 0.1242
H 7.9182 -0.3157 -5.5869 -0.1 -0.1 0.0 0.0867
H 7.2420 -1.3826 -4.3198 0.0 0.0 0.0 0.0819
H 8.6573 -1.9006 -5.2564 0.0 0.2 0.1 0.0894
C -6.3328 -1.5757 -6.2817 0.1 0.0 0.2 -0.1061
O -6.0825 -0.5230 -5.3565 -0.2 0.1 -0.4 -0.1986
C -6.3998 0.7621 -5.9005 -0.1 -0.1 0.6 -0.1952
C -7.7352 1.2796 -5.3586 0.0 -0.2 -0.7 -0.1913
O -8.8292 0.4931 -5.8418 0.3 -0.1 0.4 -0.1952
C -9.3131 -0.4167 -4.8596 -0.1 0.1 -0.2 -0.1111
H -6.2639 -2.5262 -5.7462 0.1 0.2 0.0 0.0917
H -7.3297 -1.4982 -6.7241 0.1 0.0 0.0 0.0863
H -5.5751 -1.5625 -7.0707 -0.1 -0.1 -0.1 0.0677
H -6.4041 0.7339 -6.9971 -0.1 0.0 0.1 0.1279
H -5.6045 1.4454 -5.5853 0.0 0.0 0.0 0.1139
H -7.8917 2.2992 -5.7252 0.0 0.0 0.0 0.1232
H -7.7299 1.3132 -4.2630 0.1 -0.1 -0.1 0.1255
H -9.8608 0.1332 -4.0866 0.0 -0.1 0.1 0.0872
H -8.5028 -0.9882 -4.4020 0.0 0.0 0.0 0.0820
H -9.9988 -1.1149 -5.3478 0.1 0.2 0.0 0.0895
C -2.6095 -1.8449 6.1670 0.1 0.1 0.2 -0.1006
O -1.4632 -1.0007 6.1579 -0.1 -0.1 -0.5 -0.1913
C -0.7759 -1.0351 4.9030 0.0 0.6 0.4 -0.1887
C -1.0806 0.2127 4.0692 -0.2 -0.6 -0.2 -0.1921
O -2.4462 0.2275 3.6403 0.1 0.2 0.4 -0.2067
C -3.2437 1.1171 4.4143 0.0 -0.1 -0.2 -0.1119
H -3.1919 -1.6224 7.0649 0.2 0.0 -0.1 0.0935
H -3.2434 -1.6774 5.2919 0.0 0.0 0.0 0.0855
H -2.2967 -2.8927 6.2030 -0.1 0.0 0.0 0.0719
H -1.0191 -1.9491 4.3474 -0.1 0.1 0.0 0.1223
H 0.2953 -1.0539 5.1283 0.0 0.0 -0.1 0.1232
H -0.4645 0.1897 3.1646 0.0 0.0 0.0 0.1070
H -0.8329 1.1264 4.6217 0.0 -0.1 0.0 0.1302
H -2.9991 2.1524 4.1533 0.0 0.0 0.1 0.0783
H -3.1001 0.9627 5.4857 0.1 0.0 0.0 0.0850
H -4.2945 0.9322 4.1739 0.2 0.0 -0.1 0.0922
C -4.7873 -8.4041 5.9267 0.0 -0.1 -0.2 -0.1111
O -5.0869 -7.8039 4.6710 -0.1 0.3 0.4 -0.1962
C -5.8528 -6.6035 4.8142 0.4 0.0 -0.5 -0.1944
C -4.9763 -5.3611 4.6320 -0.2 -0.1 0.6 -0.1923
O -4.0405 -5.2261 5.7067 0.1 -0.3 -0.4 -0.2035
C -2.7295 -5.6362 5.3334 -0.1 0.1 0.2 -0.1178
H -4.0441 -9.1888 5.7629 -0.1 0.1 -0.1 0.0893
H -4.3762 -7.6793 6.6347 -0.1 0.0 0.0 0.0829
H -5.6906 -8.8588 6.3441 0.0 0.0 0.1 0.0866
H -6.3710 -6.5816 5.7808 0.2 0.1 -0.1 0.1250
H -6.6126 -6.6158 4.0260 0.0 0.0 0.0 0.1221
H -5.6163 -4.4732 4.6556 0.0 0.0 0.0 0.1224
H -4.4623 -5.3796 3.6641 0.0 -0.1 0.1 0.1257
H -2.2877 -4.8913 4.6628 0.1 -0.1 -0.1 0.0795
H -2.7334 -6.6141 4.8474 0.0 0.0 0.0 0.0840
H -2.1198 -5.7003 6.2390 -0.2 0.1 -0.1 0.0919